*a*
C3H8N4O | the ωB97M-V functional and the def2-TZVPD basis

The value obtained for the LUMO energy is -0.0006 hartree. The HOMO energy is -8.82 eV.

The geometry in ORCA input format:
```
! wB97M-V def2-TZVPD RIJCOSX def2/J DEFGRID3
* xyz 0 1
C 2.209 -0.137 -0.126
N -1.556 -0.049 -0.610
N 1.054 -1.015 -0.058
C 0.058 -1.095 1.013
C -0.498 0.291 0.208
N -2.645 0.838 -0.736
N -0.290 1.492 0.548
O -0.501 -2.130 1.254
H -1.848 -1.016 -0.593
H 1.215 -1.903 -0.540
H -2.324 1.646 -1.260
H -2.910 1.187 0.185
H 0.493 1.637 1.175
H 3.046 -0.678 -0.576
H 2.513 0.205 0.869
H 1.984 0.727 -0.754
*
```

These are the Löwdin partial charges, in e, on atoms 1 to 4: C -0.10; N -0.06; N -0.03; C -0.30

---

*b*
C3H8N4O | the ωB97M-V functional and the def2-TZVPD basis

The value obtained for the LUMO energy is 0.0291 hartree. The HOMO energy is -7.97 eV.

The geometry in ORCA input format:
```
! wB97M-V def2-TZVPD RIJCOSX def2/J DEFGRID3
* xyz 0 1
C -0.364 1.731 0.709
C 0.435 -0.268 0.258
C -2.106 -0.193 -0.946
H 0.115 1.115 1.703
H 0.129 2.646 0.491
H -1.392 1.811 0.467
H -0.686 -1.616 1.754
H -3.020 -0.380 -1.323
H -1.535 0.813 -1.299
H 3.193 -0.783 -0.927
H 2.538 0.756 -0.868
N -0.612 -0.965 0.769
N -1.810 -0.848 0.066
N 1.534 -0.904 -0.026
N 2.641 -0.114 -0.304
O 0.074 0.980 -0.457
*
```

These are the Löwdin partial charges, in e, on atoms 1 to 4: C -0.07; C -0.48; C -0.07; H 0.18

---

*c*
C3H8N4O | the ωB97M-V functional and the def2-TZVPD basis

The value obtained for the LUMO energy is 0.0252 hartree. The HOMO energy is -8.42 eV.

The geometry in ORCA input format:
```
! wB97M-V def2-TZVPD RIJCOSX def2/J DEFGRID3
* xyz 0 1
C 2.814 -1.478 -0.580
C 1.158 0.178 -0.224
C -1.906 1.283 -0.231
H 3.315 -1.066 -1.498
H 3.701 -1.303 0.126
H 2.723 -2.596 -0.550
H 1.732 0.803 -1.070
H 0.097 0.387 1.640
H -2.318 2.249 -0.893
H -1.861 -2.160 -0.181
H -0.494 -0.989 0.548
N 1.594 -1.023 0.222
N 0.369 0.944 0.718
N -2.244 -0.049 -0.363
N -1.705 -1.161 0.371
O -0.674 1.724 0.181
*
```

These are the Löwdin partial charges, in e, on atoms 1 to 4: C -0.16; C -0.20; C -0.19; H 0.08

---

Which one sits at the top of the stability order? *a* does.